A single C12H15N molecule at a distorted geometry, computed with ωB97M-V/def2-TZVPD.

The geometry in XYZ format:
```
28
Properties=species:S:1:pos:R:3:nbo_charge:R:1
C -2.106 -0.824 0.258 -0.322
H -2.936 -1.477 -1.563 0.229
H 2.153 1.903 0.867 0.202
C -0.176 2.477 -0.654 -0.637
C 1.620 -0.926 -0.727 -0.216
H -1.624 -1.825 0.246 0.252
H -2.841 0.914 1.218 0.216
H -1.095 2.633 -0.120 0.212
C 3.613 0.282 0.773 -0.194
H 0.993 -1.480 -1.475 0.230
H -3.772 -2.059 0.084 0.217
C 1.420 0.358 -0.257 -0.059
H 2.955 -2.434 -0.997 0.202
C 2.798 -1.524 -0.475 -0.197
H 4.243 0.821 1.419 0.209
C -2.476 -0.029 1.549 -0.605
H -3.126 -0.752 2.200 0.221
C 3.774 -1.028 0.324 -0.230
H -0.448 2.628 -1.717 0.227
C -3.333 -1.228 -0.569 -0.595
N -0.655 0.142 -1.606 -0.391
H -1.576 0.334 2.206 0.228
H 4.670 -1.503 0.526 0.210
H 0.659 3.081 -0.236 0.220
H -4.096 -0.377 -0.719 0.210
C 0.154 0.979 -0.612 0.052
C -1.209 -0.020 -0.500 0.322
C 2.417 0.934 0.558 -0.214
```

Output
HOMO ... -7.65 eV
DFT total energy ... -14173.799 eV
SMILES string ... CC(C)C1=N[C@]1(C)c1ccccc1
Energy relative to the best compared isomer or geometry (same formula, charge and spin) ... 4.350 eV
Lowest unoccupied orbital energy ... 0.7 eV


A molecular structure, C15H18AsBaN3O2S5 at a distorted geometry, computed with ωB97M-V/def2-TZVPD.

The geometry in XYZ format:
```
45
Properties=species:S:1:pos:R:3:lowdin_charge:R:1
H -5.059 -2.143 -0.803 0.066
C 2.030 -0.225 3.075 -0.186
H -3.368 -4.059 -2.528 0.092
C -1.335 -3.736 -0.984 -0.931
H -2.197 -2.018 -2.641 0.056
H 0.016 -3.929 -2.397 0.097
C 2.974 -0.300 1.849 -0.644
H 3.656 -0.276 4.488 0.106
N -2.610 -3.465 -0.707 -0.038
C -2.375 0.378 4.627 -0.058
H -4.231 -1.657 -2.237 0.037
C -1.498 0.174 3.604 0.005
C 0.340 0.070 5.222 -0.165
C -1.923 0.417 5.972 -0.090
H -2.639 0.586 6.766 0.093
H -0.555 -1.799 -3.165 0.118
H -1.850 0.161 2.576 0.056
H 2.116 -0.021 6.455 0.108
S -0.902 2.957 -0.244 -0.413
C 1.736 -0.058 5.437 -0.019
H -2.079 -2.101 -5.117 0.075
C -1.371 -2.531 -3.136 -0.257
S -0.231 -4.194 0.216 0.504
O 4.177 -0.328 2.058 0.020
S -3.614 2.226 -2.490 -0.333
Ba 0.276 0.370 0.150 1.382
C -0.600 0.266 6.266 -0.058
H -2.523 -3.711 -4.536 0.059
S -2.477 -0.342 -0.302 -0.283
H -5.544 -2.851 -2.359 0.068
H -3.421 0.531 4.396 0.104
H -2.794 -3.294 0.270 0.105
C 2.585 -0.196 4.384 -0.001
C -3.757 -3.696 -1.576 -0.243
N -0.949 -3.652 -2.291 -0.020
S -4.151 2.395 1.185 -0.324
C -4.696 -2.516 -1.758 -0.117
H -4.319 -4.531 -1.135 0.111
O 2.347 -0.293 0.737 -0.452
N 0.750 -0.147 2.854 0.050
C -1.732 -2.959 -4.545 -0.092
H -0.873 -3.387 -5.065 0.063
H -0.247 0.312 7.291 0.100
C -0.119 0.017 3.898 -0.197
As -2.881 1.894 -0.491 -0.556
```

Output
HOMO ... -1.00 eV
DFT total energy ... -140127.800 eV
Total charge ... -2
Energy relative to the best compared isomer or geometry (same formula, charge and spin) ... 1.770 eV
Lowest unoccupied orbital energy ... 4.2 eV


A single C4H11N3OS molecule at a distorted geometry, computed with ωB97M-V/def2-TZVPD.

The geometry in XYZ format:
```
20
Properties=species:S:1:pos:R:3:nbo_charge:R:1
N 2.148 0.089 -0.948 -0.708
H 1.691 3.221 -1.183 0.195
H 1.435 1.934 -2.421 0.205
H 0.206 2.256 -1.186 0.156
H -0.811 -2.120 -1.545 0.201
H -3.128 -1.041 -1.245 0.186
H 0.016 -0.591 1.441 0.260
O 2.025 -2.271 -0.762 -0.922
H -3.067 -1.484 0.413 0.214
S 1.246 -1.144 -0.370 1.868
C 0.871 -1.125 1.389 -0.867
C 1.319 2.245 -1.423 -0.409
C -2.740 -0.794 -0.285 -0.441
H 2.540 1.638 0.265 0.342
C -0.501 -1.400 -0.807 -0.156
H 0.912 -2.117 1.836 0.253
H 1.725 -0.621 1.940 0.233
N -1.343 -0.792 -0.002 -0.395
H -3.118 0.232 -0.124 0.212
N 2.261 1.431 -0.737 -0.427
```

Output
HOMO (alpha / beta) ... -7.89 / -7.89 eV
DFT total energy ... -21673.360 eV
SMILES string ... C/N=C/[S@@](C)(=O)=NNC
Energy relative to the best compared isomer or geometry (same formula, charge and spin) ... 5.115 eV
Lowest unoccupied orbital energy (alpha / beta) ... 0.2 / 0.2 eV


A single C6H10N2O molecule at a distorted geometry, computed with ωB97M-V/def2-TZVPD.

The geometry in XYZ format:
```
19
Properties=species:S:1:pos:R:3:nbo_charge:R:1
H 2.486 -0.054 0.722 0.383
N 1.872 -0.805 0.422 -0.802
C -0.229 2.017 0.232 -0.403
H 1.914 0.917 -1.834 0.225
C -2.009 -0.702 0.524 -0.644
H 2.012 -1.668 0.946 0.389
H -0.561 1.966 1.264 0.203
C 0.826 1.039 -1.807 -0.650
O 0.214 -3.255 0.899 -0.294
H -0.259 3.003 -0.229 0.200
H 0.376 0.256 -2.426 0.224
N -0.362 -2.340 1.472 0.133
H -2.352 -0.089 1.364 0.222
H 0.602 2.004 -2.278 0.216
C -0.566 -1.065 0.692 -0.033
H -2.632 -1.603 0.500 0.225
C 0.319 0.971 -0.397 0.006
H -2.200 -0.165 -0.410 0.237
C 0.549 -0.427 0.345 0.161
```

Output
HOMO ... -8.44 eV
DFT total energy ... -11408.275 eV
SMILES string ... C=C(C)/C(N)=C(\C)N=O
Energy relative to the best compared isomer or geometry (same formula, charge and spin) ... 3.813 eV
Lowest unoccupied orbital energy ... 0.0 eV


A single C4O2 molecule at a distorted geometry, computed with ωB97M-V/def2-TZVPD.

The geometry in XYZ format:
```
6
Properties=species:S:1:pos:R:3:nbo_charge:R:1
C 0.868 0.530 -0.727 0.635
O -1.391 -0.495 1.900 -0.403
C -0.829 -0.420 0.873 0.643
C 0.470 -0.664 -1.360 -0.093
C -0.357 -0.517 -0.300 -0.371
O 1.238 1.566 -0.387 -0.411
```

Output
HOMO ... -8.95 eV
DFT total energy ... -8237.294 eV
Energy relative to the best compared isomer or geometry (same formula, charge and spin) ... 1.046 eV
Lowest unoccupied orbital energy ... -2.0 eV